Record 1
Here is 2 unconnected molecules or ions with the total composition C3H3ClF2 in a non-equilibrium geometry from OMol25. Energies are from wB97M-V/def2-TZVPD.

Positions of all 9 atoms, in Å:
C1 0.0127 -0.5777 0.6241
C2 -1.1246 -1.0815 0.2504
C3 0.8239 1.2177 -0.4165
F1 -1.5973 -2.2114 0.8295
F2 -0.2443 1.7035 -1.0571
Cl1 2.0609 0.6821 -1.4730
H1 0.7432 -0.8955 1.3359
H2 -1.8040 -0.6943 -0.4942
H3 1.1295 1.8572 0.4008

Forces on atoms 1 to 3 (eV/Å):
C 2.1 3.5 -1.8
C -0.3 -0.1 0.0
C -2.4 -3.4 1.9

Calculated values
calculated total energy = -775.90509 a.u.
HOMO-LUMO gap = 10.243 eV
LUMO level = 0.42 eV
energy relative to the best compared isomer or geometry (same formula, charge and spin) = 71.56 kcal/mol

Record 2
Here is a molecular structure, C4H6O3V in a non-equilibrium geometry from OMol25. Energies are from wB97M-V/def2-TZVPD.

Positions of all 14 atoms, in Å:
H1 1.3651 2.2591 0.2872
O1 -0.0701 0.2101 -0.9683
V1 2.8172 1.1969 0.5118
O2 1.7826 -0.3281 0.1362
C1 0.6795 -0.5822 -0.3078
O3 -0.0736 -1.6430 0.2321
C2 0.4890 -2.6128 0.8146
C3 -1.3552 0.6722 -0.6732
C4 -1.4521 2.0019 -0.4649
H2 -0.1151 -3.5206 0.8995
H3 1.5529 -2.5487 1.0730
H4 -2.3696 2.3331 0.0262
H5 -1.9995 -0.0986 -0.2548
H6 -1.2510 2.6609 -1.3115

Forces on atoms 1 to 3 (eV/Å):
H 1.2 -0.8 0.3
O 2.9 -1.4 -1.2
V 0.3 3.1 0.1

Calculated values
calculated total energy = -1324.80250 a.u.
HOMO-LUMO gap (alpha / beta) = 5.700 / 5.612 eV
charge = +2
expectation value of S² = 3.7833
LUMO level (alpha / beta) = -11.42 / -11.42 eV
multiplicity = 4
energy relative to the best compared isomer or geometry (same formula, charge and spin) = 145.03 kcal/mol

Record 3
Here is 3 unconnected molecules or ions with the total composition C8H16FO9PS in a non-equilibrium geometry from OMol25. Energies are from wB97M-V/def2-TZVPD.

Positions of all 36 atoms, in Å:
C1 3.9590 -3.7069 0.5117
P1 2.6066 -2.4722 0.6000
O1 3.0993 -1.0415 -0.0844
S1 1.0250 -3.1677 -0.6793
F1 1.5557 -4.3468 -1.6670
C2 -0.2417 -3.9308 0.5610
O2 -0.0126 -3.8628 1.7446
O3 -1.1793 -4.3807 -0.0265
H1 4.2126 -3.8657 -0.5435
H2 4.8281 -3.4353 1.1129
H3 3.5792 -4.6589 0.9009
H4 2.3145 -0.4750 -0.0496
C3 4.1248 3.7755 0.5052
O4 3.0941 4.5831 -0.0641
C4 1.9713 3.9226 -0.3404
O5 1.7771 2.7512 -0.1523
O6 1.1011 4.7833 -0.8607
C5 -0.1597 4.2054 -1.2072
H5 4.9788 4.4235 0.6828
H6 3.8014 3.3520 1.4549
H7 4.4201 2.9859 -0.1843
H8 -0.6519 3.7984 -0.3254
H9 -0.0338 3.4331 -1.9642
H10 -0.7754 5.0014 -1.6169
C6 -3.5038 -2.3338 -1.3169
O7 -4.5365 -1.6869 -0.5660
C7 -4.1209 -0.6414 0.1395
O8 -2.9954 -0.2196 0.1871
O9 -5.1715 -0.1352 0.7891
C8 -4.8680 1.0022 1.5939
H11 -3.9578 -3.1652 -1.8488
H12 -3.0732 -1.6473 -2.0458
H13 -2.7333 -2.7248 -0.6558
H14 -4.4904 1.8188 0.9798
H15 -4.1485 0.7441 2.3696
H16 -5.7948 1.3180 2.0659

Forces on atoms 1 to 3 (eV/Å):
C -0.3 -0.1 -1.2
P -0.6 0.9 1.6
O 0.1 -1.4 -0.4

Calculated values
calculated total energy = -1830.96539 a.u.
HOMO-LUMO gap = 8.533 eV
LUMO level = -1.14 eV

Record 4
Here is 4 unconnected molecules or ions with the total composition C3H15N2O3 in a non-equilibrium geometry from OMol25. Energies are from wB97M-V/def2-TZVPD.

Positions of all 23 atoms, in Å:
C1 -0.7408 -0.2673 1.2364
C2 -0.4706 0.2997 -0.1311
C3 -1.0203 -0.0467 -1.2948
N1 -1.8806 -1.1008 -1.4507
N2 0.5420 1.3847 -0.0585
H1 -1.5298 -1.0111 1.1962
H2 -0.9220 0.5336 1.9640
H3 0.1965 -0.6584 1.6682
H4 -0.6961 0.5251 -2.1636
H5 -1.8966 -1.8159 -0.7478
H6 -2.5883 -1.1433 -2.1636
H7 1.0122 1.3013 0.8369
H8 0.1462 2.3050 -0.2032
H9 1.2920 1.2280 -0.7293
H10 1.0630 -3.9527 -0.7091
H11 0.5370 -2.9060 -1.7166
O1 0.9033 -3.0032 -0.8258
H12 -0.4156 4.2848 1.0795
H13 -0.7076 3.3649 2.2729
O2 -0.1116 3.5060 1.5528
H14 3.1582 -0.8106 -0.2028
H15 1.8212 -1.4200 0.3698
O3 2.3083 -0.5971 0.2202

Forces on atoms 1 to 3 (eV/Å):
C 1.0 0.4 -0.1
C -0.3 -0.1 0.9
C 0.3 0.3 0.2

Calculated values
calculated total energy = -458.29481 a.u.
HOMO-LUMO gap = 9.418 eV
charge = +1
LUMO level = -2.73 eV
energy relative to the best compared isomer or geometry (same formula, charge and spin) = 23.03 kcal/mol

Record 5
Here is a molecular structure, C2H2N3P in a non-equilibrium geometry from OMol25. Energies are from wB97M-V/def2-TZVPD.

Positions of all 8 atoms, in Å:
C1 2.5756 1.1496 -0.4334
C2 2.1133 -1.4585 -0.2230
N1 3.4284 1.9159 -0.3922
N2 2.3556 -2.5605 -0.1349
N3 1.5914 0.3084 -0.5068
P1 -0.0673 0.4088 -0.7483
H1 -0.4938 -0.2347 0.4358
H2 -0.1929 -0.7676 -1.5011

Forces on atoms 1 to 3 (eV/Å):
C 0.2 0.2 0.0
C -1.4 7.1 -0.9
N 0.7 0.7 0.1

Calculated values
calculated total energy = -582.87770 a.u.
HOMO-LUMO gap = 8.863 eV
LUMO level = -2.05 eV
energy relative to the best compared isomer or geometry (same formula, charge and spin) = 87.46 kcal/mol

Record 6
Here is 3 unconnected molecules or ions with the total composition C3H12N2O2 in a non-equilibrium geometry from OMol25. Energies are from wB97M-V/def2-TZVPD.

Positions of all 19 atoms, in Å:
C1 0.0883 0.7408 -0.9626
C2 0.1877 0.8304 0.5334
N1 -0.8575 1.5367 1.1616
C3 0.9992 0.0507 1.2264
N2 0.9425 -0.1801 2.6260
H1 0.0137 1.7184 -1.4268
H2 0.9172 0.1567 -1.3497
H3 -0.8215 0.1801 -1.2144
H4 -1.4370 2.0592 0.5284
H5 -0.5727 2.1265 1.9309
H6 1.7967 -0.5196 0.7746
H7 0.0332 0.0440 3.0254
H8 1.1895 -1.1476 2.8072
O1 2.0635 -1.6417 -3.1254
H9 2.6057 -2.1405 -3.7372
H10 1.2162 -1.4172 -3.5113
O2 -2.8677 -1.1659 0.3855
H11 -3.1877 -0.7563 -0.4376
H12 -2.3094 -0.4746 0.7657

Forces on atoms 1 to 3 (eV/Å):
C -0.1 -0.2 0.4
C -0.3 -0.2 -0.7
N -0.4 0.0 0.5

Calculated values
calculated total energy = -381.47160 a.u.
HOMO-LUMO gap = 8.114 eV
SMILES = C/C(N)=C/N.O.O
LUMO level = 0.71 eV
energy relative to the best compared isomer or geometry (same formula, charge and spin) = 27.18 kcal/mol